one) DFT (ωB97M-V with the def2-TZVPD basis set) results for a 2-piece molecular cluster, C2H4FI overall.

Values from the calculation:
Molar mass   173.96 g/mol
Highest occupied orbital energy (spin up / spin down)   -8.90 / -8.43 eV
Gap between HOMO and LUMO (spin up / spin down)   8.664 / 8.500 eV
2S+1   1

Last column: Mulliken charge in e.
Cartesian coordinates (Å):
C: 1.52135 -0.85663 0.35348  -0.874
C: -1.26516 0.82648 -0.35962  -0.248
F: -1.43050 2.05480 0.17234  -0.185
I: -2.76639 -0.49241 -0.03375  0.117
H: 1.53318 -1.89506 0.76341  0.299
H: 1.73142 -0.43627 -0.65048  0.308
H: 1.51149 -0.08004 1.13980  0.279
H: -0.83539 0.87913 -1.38518  0.304

two) DFT (ωB97M-V with the def2-TZVPD basis set) results for one molecule with the formula C2H4FI.

Values from the calculation:
Molar mass   173.96 g/mol
Highest occupied orbital energy   -9.82 eV
Gap between HOMO and LUMO   10.242 eV
2S+1   1
SMILES string   C[C@H](F)I

Last column: Mulliken charge in e.
Cartesian coordinates (Å):
C: -0.01896 -0.28261 0.19474  -0.828
C: -0.61423 0.61653 -0.82510  -0.019
F: -1.65590 1.30651 -0.20200  -0.271
I: -1.37954 -0.17770 -2.65682  0.058
H: -0.73767 -0.10508 1.03614  0.268
H: -0.15375 -1.38169 -0.11749  0.252
H: 0.97968 -0.04271 0.61661  0.254
H: 0.07507 1.44194 -1.03593  0.287

two) wins, 0.1420 hartree ahead of the next structure.

one) DFT (ωB97M-V with the def2-TZVPD basis set) results for a 17-piece molecular cluster, C3H39NO17 overall.

Values from the calculation:
Molar mass   361.34 g/mol
Highest occupied orbital energy   -10.37 eV
Gap between HOMO and LUMO   10.358 eV
2S+1   1

Last column: Mulliken charge in e.
Cartesian coordinates (Å):
C: -0.37404 -0.12011 0.49019  2.979
N: 1.04270 -0.51862 0.74651  -0.141
C: 1.80489 0.61083 1.31075  -0.101
C: 3.27162 0.22356 1.54717  -0.087
O: 4.14830 0.90544 1.10456  -0.541
H: -1.03035 -1.01652 0.28121  -0.919
H: -0.78128 0.44791 1.31726  -1.159
H: -0.44778 0.53395 -0.41906  -0.489
H: 1.07873 -1.42401 1.43367  0.587
H: 1.29494 0.92363 2.30701  0.385
H: 1.73216 1.53836 0.72517  0.098
H: 3.45971 -0.70732 2.13418  0.384
H: 2.64469 2.55043 -0.94736  0.364
H: 3.93030 1.91761 -0.34921  0.448
O: 3.55693 2.24722 -1.13931  -0.807
H: -0.12829 1.86144 -3.56513  0.359
H: -0.03244 0.54686 -2.78535  0.289
O: 0.44934 1.44641 -2.90052  -0.867
H: -3.44971 -1.18926 0.94350  0.533
H: -2.15880 -2.00741 2.15039  0.494
O: -3.18943 -2.05689 1.02276  -0.790
H: -1.37698 1.30359 3.05273  0.373
H: -1.82026 -0.23656 3.29678  0.525
O: -2.13302 0.71336 3.35397  -0.868
H: -0.67249 -1.15084 -3.49884  0.031
H: -1.35279 -1.80439 -1.75730  0.331
O: -0.68788 -0.79209 -2.65069  -1.068
H: 0.49320 2.24589 -1.51855  0.478
H: 0.44909 3.69341 -0.95940  0.300
O: 0.48256 2.79665 -0.67383  -0.708
H: 0.01496 -2.54573 2.53837  0.426
H: 0.73980 -3.24459 1.30036  0.512
O: 0.88232 -2.71403 2.14452  -0.842
H: -2.35915 1.98668 -1.26137  0.464
H: -1.21785 2.44104 -0.36547  0.229
O: -2.12920 2.27682 -0.38578  -0.754
H: -2.22044 -3.08104 -1.84181  0.275
H: -2.71134 -2.21493 0.22904  0.213
O: -1.76065 -2.57104 -1.21117  -0.839
H: -0.42540 2.62236 1.40282  0.261
H: -0.66590 3.28043 2.76090  0.289
O: -0.32691 2.42603 2.36024  -0.702
H: -3.15716 1.18142 0.51578  0.379
H: -3.20284 0.73664 2.04451  0.407
O: -3.58376 0.58905 1.11696  -0.835
H: -3.31288 0.86381 -2.92476  0.305
H: -1.85099 0.38197 -2.70580  0.569
O: -2.39358 1.17670 -2.85068  -0.768
H: 1.16709 -3.07832 -0.83601  0.433
H: -0.32742 -3.35947 -0.62264  0.448
O: 0.54141 -3.62157 -0.34400  -0.857
H: -1.97445 -2.34409 3.67264  0.301
H: 1.48626 -0.84814 -0.20131  0.499
O: -1.52241 -1.87008 2.95748  -0.870
H: 3.34676 0.99397 -2.33299  0.490
H: 2.06912 0.75874 -3.12177  0.431
O: 2.90670 0.37743 -2.95657  -0.900
H: 2.21648 -0.94148 -2.12009  0.429
H: 0.65519 -1.26822 -2.07026  0.384
O: 1.55738 -1.45480 -1.59995  -0.792

two) DFT (ωB97M-V with the def2-TZVPD basis set) results for a 17-piece molecular cluster, C3H39NO17 overall.

Values from the calculation:
Molar mass   361.34 g/mol
Highest occupied orbital energy   -8.16 eV
Gap between HOMO and LUMO   8.322 eV
2S+1   1

Last column: Mulliken charge in e.
Cartesian coordinates (Å):
C: 0.62979 2.87847 0.63324  -2.212
C: 0.45960 1.45471 0.18113  0.423
C: -0.64075 0.92547 -0.30571  -0.765
N: -0.80655 -0.42192 -0.67328  0.539
O: -1.80374 1.62118 -0.59626  -0.595
H: 1.18502 3.09092 1.54082  0.469
H: 1.09804 3.36902 -0.21717  0.298
H: -0.32526 3.40425 0.74828  0.652
H: 1.36061 0.90240 0.38469  0.623
H: -1.11378 4.61932 -2.48498  0.265
H: -1.06190 -1.08347 0.05695  0.030
H: -1.25694 -0.54046 -1.56185  0.474
H: 1.87466 -4.35620 -0.78307  0.501
H: 3.35455 -4.76033 -0.58665  0.316
O: 2.69502 -4.62295 -1.28708  -0.785
H: 3.35299 -3.01901 -1.62280  0.444
H: 2.75902 -1.72975 -2.08691  0.263
O: 3.52805 -2.05241 -1.58916  -0.762
H: -4.00354 -1.27538 0.28602  0.343
H: -5.04798 -1.79561 -0.74158  0.252
O: -4.14141 -1.48148 -0.65931  -0.620
H: 0.64390 0.48702 -2.69238  0.361
H: 1.61732 1.71422 -2.70021  0.264
O: 1.56028 0.75374 -2.65952  -0.637
H: -2.91725 0.57768 0.39822  0.452
H: -2.77063 -0.08965 1.70588  0.352
O: -3.45703 0.30732 1.15463  -0.853
H: -1.39564 2.96707 1.83080  0.373
H: -0.84902 3.84502 3.01001  0.242
O: -0.74995 3.63789 2.07948  -0.684
H: -2.87437 -2.50390 -0.08055  0.480
H: -1.44702 -2.98862 0.02850  0.330
O: -2.15544 -2.63442 0.58724  -0.689
H: 2.28859 0.52718 2.95008  0.326
H: 3.76390 0.47748 3.49676  0.243
O: 3.23528 0.42569 2.69616  -0.580
H: -1.56954 1.21761 -3.52959  0.348
H: -0.14871 1.41606 -4.34899  0.275
O: -0.67061 1.59305 -3.56449  -0.666
H: 0.80842 -3.17080 0.80277  0.561
H: 0.40740 -2.88950 -0.61411  0.305
O: 0.57099 -3.66107 -0.03318  -0.950
H: -0.63795 3.22728 -2.82954  0.347
H: -1.61665 2.56203 -0.80433  0.320
O: -0.77265 3.82124 -2.05296  -0.579
H: 0.02254 -0.78570 1.62406  0.258
H: -1.09541 -1.03412 2.59552  0.318
O: -0.80598 -0.34519 1.97187  -0.633
H: -3.50089 -0.29350 -2.56300  0.322
H: -2.72025 0.85697 -2.01797  0.355
O: -3.01734 0.48473 -2.86329  -0.752
H: 4.21140 -0.89420 1.40638  0.339
H: 3.78379 -1.51498 0.08404  0.420
O: 3.83280 -1.71084 1.05950  -0.673
H: 0.33244 0.72086 2.88632  0.604
H: 0.21798 2.22837 2.84550  0.347
O: 0.66144 1.51117 3.34840  -0.868
H: 1.38502 -2.32782 2.69816  0.328
H: 2.36061 -1.75736 1.61100  0.336
O: 1.37271 -1.88479 1.84746  -0.795

one) wins, 0.1195 hartree ahead of the next structure.

one) DFT (ωB97M-V with the def2-TZVPD basis set) results for C15H21NO3 as an isolated structure.

Values from the calculation:
Molar mass   263.34 g/mol
Highest occupied orbital energy   -8.50 eV
Gap between HOMO and LUMO   9.106 eV
2S+1   1

Last column: Mulliken charge in e.
Cartesian coordinates (Å):
C: -1.24876 2.21564 1.72018  -1.217
C: -2.39894 1.60261 0.73694  0.503
C: -3.66180 2.13130 0.63892  -1.365
C: -4.48022 1.65325 -0.31747  -0.319
C: -4.15176 0.50443 -1.23747  -1.595
C: -2.82791 -0.04917 -0.90342  1.543
C: -1.84069 0.58841 0.03257  0.039
O: -0.72411 -0.29293 0.10883  -0.184
C: -0.66127 -1.39775 1.00241  -0.440
C: 0.71819 -1.54428 1.42960  0.386
O: 1.14514 -2.80138 1.97868  -0.794
N: 1.58451 -0.63182 1.48953  0.010
H: 1.11561 0.39794 0.85516  0.122
C: 2.91959 -0.51067 1.69422  -1.385
H: 3.24474 0.17678 2.24086  0.604
H: 3.34288 -1.38177 2.00810  0.603
C: 3.60647 -0.02796 0.15282  0.065
H: 4.73560 0.08344 0.41997  0.349
C: 3.23890 -1.36877 -0.75973  -0.959
H: 4.27274 -1.87696 -0.78763  0.273
H: 2.54145 -1.96069 -0.56821  0.604
C: 3.18355 -0.46167 -1.89507  -0.840
H: 2.41833 -1.06586 -2.64090  0.290
C: 2.45681 0.83072 -1.34692  -0.188
H: 2.39434 1.33943 -2.15821  0.811
O: 2.96993 1.02550 -0.27823  -0.412
H: 1.33449 0.65705 -1.44719  -0.217
H: 3.91494 -0.32559 -2.47534  0.504
H: -1.19165 -1.02069 1.98962  0.266
H: -1.10413 -2.11528 0.57431  0.610
C: -2.62341 -1.45444 -1.62579  -1.821
H: -3.05908 -1.38693 -2.74830  0.329
H: -1.54591 -1.44338 -1.78432  0.399
H: -2.90263 -2.19143 -1.28253  0.609
H: -4.81706 0.13534 -1.73812  0.798
H: -5.45733 2.03417 -0.20781  0.376
H: -3.76741 2.93928 1.04552  0.673
H: -0.29145 2.62142 1.28237  0.243
H: -0.88785 1.39028 2.45798  0.199
H: -1.49486 2.98248 2.34407  0.528

two) DFT (ωB97M-V with the def2-TZVPD basis set) results for one molecule with the formula C15H21NO3.

Values from the calculation:
Molar mass   263.34 g/mol
Highest occupied orbital energy   -8.84 eV
Gap between HOMO and LUMO   9.318 eV
2S+1   1
SMILES string   O=C(O)CCCC(=O)NCCCCc1ccccc1

Last column: Mulliken charge in e.
Cartesian coordinates (Å):
O: 1.89761 0.23394 2.61752  -0.626
C: 3.03526 0.43902 2.27712  0.590
O: 3.72281 1.50289 2.69738  -0.467
C: 3.85832 -0.43328 1.36477  -0.749
C: 3.04810 -1.59044 0.78482  -0.625
C: 1.98444 -1.10868 -0.21412  -0.607
C: 0.67546 -1.87927 -0.06906  0.374
O: 0.21858 -2.58184 -0.94782  -0.683
N: 0.08909 -1.69384 1.12906  0.026
C: -1.17837 -2.28337 1.48453  -1.051
C: -2.30142 -1.25095 1.62109  -0.679
C: -2.57958 -0.50230 0.31359  -0.586
C: -1.74185 0.77435 0.16572  -0.194
C: -1.89908 1.35200 -1.21154  0.146
C: -1.24883 0.76043 -2.28896  -0.059
C: -1.40484 1.26375 -3.56729  -0.748
C: -2.21425 2.36607 -3.78728  -0.413
C: -2.86797 2.95942 -2.72186  -0.565
C: -2.71131 2.45333 -1.44290  -0.455
H: 3.18593 2.05059 3.29229  0.361
H: 4.27272 0.19675 0.57528  0.311
H: 4.69981 -0.80725 1.95330  0.411
H: 2.56942 -2.12256 1.60913  0.331
H: 3.72387 -2.28944 0.29230  0.469
H: 2.33641 -1.22394 -1.23912  0.409
H: 1.76644 -0.05168 -0.04682  0.319
H: 0.51333 -1.05448 1.78923  0.272
H: -1.06741 -2.82796 2.42949  0.369
H: -1.42313 -2.99572 0.69256  0.511
H: -2.04695 -0.53850 2.40922  0.361
H: -3.19915 -1.78706 1.93426  0.344
H: -2.37132 -1.16462 -0.52822  0.350
H: -3.63536 -0.22708 0.26244  0.449
H: -0.69143 0.53896 0.33911  -0.289
H: -2.05658 1.50221 0.91731  0.586
H: -0.62181 -0.10409 -2.12303  0.296
H: -0.89404 0.79423 -4.39541  0.415
H: -2.33580 2.76000 -4.78585  0.369
H: -3.50268 3.81848 -2.88651  0.374
H: -3.22495 2.92102 -0.61413  0.356

two) wins, 0.6269 hartree ahead of the next structure.